Record 1
{
  "formula": "C27H41IrN6O2P2",
  "method": "the ωB97M-V functional and the def2-TZVPD basis",
  "e_lumo_ev": [-6.89, -7.84],
  "e_homo_ev": [-13.05, -14.02],
  "homo_lumo_gap_ha": [0.2263, 0.2270],
  "charge": 2,
  "multiplicity": 5,
  "elements": ["N", "H", "H", "H", "C", "Ir", "C", "H", "H", "N", "H", "N", "H", "C", "C", "H", "O", "H", "C", "H", "C", "C", "H", "H", "H", "H", "C", "H", "C", "C", "C", "H", "C", "H", "C", "H", "C", "H", "H", "H", "H", "C", "H", "H", "N", "H", "O", "H", "P", "H", "P", "H", "C", "H", "C", "H", "C", "H", "C", "H", "H", "C", "C", "H", "H", "H", "H", "H", "H", "C", "C", "H", "C", "C", "C", "N", "N", "C", "H"],
  "xyz": [[-1.16, -3.34, -1.39], [3.57, -2.74, -1.77], [3.34, -0.57, -2.69], [-2.52, 2.31, -0.62], [4.00, 3.70, 4.45], [-0.20, 0.02, -0.96], [3.40, 0.11, -1.84], [3.24, 1.12, -2.20], [-2.82, 0.56, 1.62], [-2.25, -0.24, 0.00], [-3.07, -2.63, 1.41], [-3.78, -2.54, 0.70], [-2.99, 3.92, -0.07], [2.75, -2.95, -1.09], [-4.49, -2.54, -1.60], [1.58, 4.09, -1.56], [-2.66, -0.35, 1.30], [4.39, 0.05, -1.39], [1.69, -2.41, 1.13], [-1.30, -1.07, -3.96], [-0.41, 4.88, 0.37], [2.74, -1.99, 0.10], [-5.78, -1.30, -0.37], [-4.51, -3.22, 0.83], [-5.06, -3.43, -1.32], [4.89, -1.61, 0.05], [3.69, 1.76, 2.46], [-4.92, -3.17, -3.62], [-1.15, 2.91, 1.74], [-2.67, -5.06, -0.59], [-4.17, -2.65, -3.05], [-1.88, -5.49, 0.03], [2.52, 0.97, 0.65], [5.27, 0.70, 3.45], [3.04, 3.90, 3.49], [-2.02, 3.74, -1.53], [4.12, -1.94, 0.74], [-6.26, -1.39, -2.06], [-4.89, -0.39, -1.59], [-0.36, 3.25, 2.40], [5.54, 2.41, 5.21], [-3.12, -2.14, -3.73], [0.19, 3.58, -2.54], [0.54, 4.94, 0.90], [3.46, 0.84, 1.53], [2.87, -3.97, -0.73], [-0.11, -3.85, -1.76], [1.69, -1.73, 1.99], [2.14, -0.35, -0.59], [2.41, 4.77, 3.50], [0.30, 2.29, -0.51], [1.64, 2.58, -2.51], [1.01, 3.23, -1.91], [-0.28, 5.30, -0.62], [-5.41, -1.33, -1.39], [0.69, -2.41, 0.68], [4.66, 1.59, 3.46], [-1.13, 5.49, 0.90], [4.80, 2.55, 4.44], [1.81, -2.92, -1.64], [4.13, -1.28, 1.61], [2.87, 2.95, 2.47], [-0.92, 3.44, 0.32], [-3.09, -2.31, -4.80], [-3.61, -5.12, -0.06], [-2.10, 3.28, 2.12], [4.13, 4.42, 5.24], [-2.73, -5.65, -1.50], [4.38, -2.94, 1.07], [-2.04, -1.37, -3.23], [1.72, 2.15, 0.64], [1.91, -3.41, 1.49], [-3.27, -2.48, -0.64], [-2.30, -3.64, -0.93], [-2.48, -1.19, -0.86], [-1.81, -0.92, -2.03], [1.92, 3.07, 1.53], [-2.19, 3.34, -0.53], [-1.16, 1.82, 1.76]]
}


Record 2
{
  "formula": "C4H23NO8S2",
  "method": "the ωB97M-V functional and the def2-TZVPD basis",
  "de_lowest_ev": 0.631,
  "e_lumo_ev": 0.08,
  "e_homo_ev": -9.28,
  "smiles": "CSSC[C@@H](N)C=O.O.O.O.O.O.O.O",
  "homo_lumo_gap_ha": 0.3441,
  "elements": ["O", "H", "H", "H", "H", "C", "O", "H", "H", "C", "H", "H", "H", "O", "H", "H", "O", "C", "H", "S", "H", "H", "H", "H", "H", "H", "O", "H", "H", "O", "N", "H", "S", "O", "O", "H", "H", "C"],
  "xyz": [[-1.53, -1.53, 2.16], [2.70, 1.13, 0.10], [1.57, 2.74, -1.17], [1.18, -0.26, 3.15], [0.75, -4.02, -1.67], [1.37, 1.99, 1.55], [0.91, -1.18, 3.32], [0.32, -5.03, -0.29], [-3.61, 0.52, 1.19], [0.99, -0.19, 0.36], [-2.21, 1.41, -1.95], [-0.65, -1.42, 2.61], [-2.20, -0.15, 1.37], [-1.11, 2.79, -2.01], [1.67, -1.74, 3.12], [-2.24, 2.24, 0.75], [-2.70, 0.56, 0.88], [1.61, 1.21, 0.25], [0.03, -0.20, -0.15], [1.73, -3.19, 0.39], [-0.49, -3.47, -0.59], [-2.70, 0.42, -0.87], [-0.24, 2.84, -1.57], [0.78, -0.45, 1.39], [0.08, 2.14, -0.75], [-2.03, 3.11, -0.49], [-2.05, 3.16, 0.48], [-1.09, 3.40, -2.76], [-0.83, 0.86, -3.91], [1.45, 1.41, 2.60], [1.06, 1.91, -0.92], [1.14, 3.06, 1.49], [2.15, -1.40, -0.38], [-1.32, 0.05, -4.12], [-2.68, 0.56, -1.85], [-1.43, -2.37, 1.69], [-2.00, -0.01, -3.42], [0.47, -4.00, -0.62]]
}


Record 3
{
  "formula": "C17H17N3O2",
  "method": "the ωB97M-V functional and the def2-TZVPD basis",
  "de_lowest_ev": 14.997,
  "e_lumo_ev": -0.70,
  "e_homo_ev": -7.99,
  "smiles": "CCCCOc1ccc(-c2nc(-c3cccnc3)no2)cc1",
  "homo_lumo_gap_ha": 0.2682,
  "elements": ["N", "C", "H", "C", "O", "C", "H", "C", "H", "H", "H", "C", "C", "C", "H", "C", "H", "O", "C", "H", "C", "C", "N", "H", "H", "H", "H", "H", "C", "C", "H", "H", "C", "C", "C", "C", "N", "H", "H"],
  "xyz": [[-0.04, -1.92, -2.16], [0.99, -2.88, -2.62], [-1.34, 5.14, 2.07], [-0.04, 3.94, 3.34], [2.06, -1.19, -1.81], [-0.69, 2.22, 0.66], [2.17, 0.91, -0.53], [-0.59, 4.36, 1.97], [2.13, -6.47, -5.16], [-1.71, -0.43, -0.98], [0.65, 4.64, 3.67], [-0.16, -6.48, -4.59], [0.74, 2.04, 0.44], [0.60, -1.03, -1.51], [0.01, 4.70, 1.24], [-1.84, 1.17, 0.21], [-0.97, 2.44, 6.51], [-1.26, 3.43, 1.23], [-1.15, 0.26, -0.51], [0.32, 3.63, 6.01], [1.58, -4.85, -3.91], [1.21, -5.89, -4.74], [2.29, -2.23, -2.52], [-1.52, 4.25, 4.52], [1.32, 2.92, 0.79], [0.28, 2.15, 5.24], [-1.74, -3.78, -3.13], [-1.78, 2.58, 3.97], [0.47, -3.90, -3.34], [0.14, 0.12, -0.90], [0.84, 3.00, 2.98], [-0.49, -7.11, -5.09], [-0.71, -4.61, -3.34], [0.99, 1.16, -0.45], [-0.26, 2.88, 5.67], [-0.96, 3.53, 4.40], [-1.16, -5.62, -4.00], [-2.82, 1.33, 0.30], [2.45, -4.41, -3.93]]
}


Record 4
{
  "formula": "C4H8OS",
  "method": "the ωB97M-V functional and the def2-TZVPD basis",
  "de_lowest_ev": 2.973,
  "e_lumo_ev": 0.98,
  "e_homo_ev": -7.81,
  "smiles": "C/C=C/SOC",
  "homo_lumo_gap_ha": 0.3231,
  "elements": ["C", "H", "C", "C", "H", "H", "H", "S", "H", "H", "C", "O", "H", "H"],
  "xyz": [[1.38, -0.04, -0.10], [-3.17, -1.81, 0.07], [0.59, 1.01, 0.07], [-3.17, -0.71, -0.15], [1.05, -1.00, 0.00], [3.05, -0.53, 0.92], [-3.50, -0.10, 0.80], [-1.15, 1.03, 0.21], [1.03, 1.94, -0.05], [-3.71, -0.25, -0.96], [2.85, 0.08, 0.06], [-1.77, -0.52, -0.05], [3.16, 1.17, 0.02], [3.37, -0.29, -0.85]]
}


Record 5
{
  "formula": "CH3F3P2",
  "method": "the ωB97M-V functional and the def2-TZVPD basis",
  "de_lowest_ev": 0.198,
  "e_lumo_ev": 0.37,
  "e_homo_ev": -10.06,
  "smiles": "FPC(F)(F)P",
  "homo_lumo_gap_ha": 0.3831,
  "elements": ["P", "F", "F", "H", "H", "C", "H", "P", "F"],
  "xyz": [[1.55, 0.29, 0.81], [-0.03, 0.22, -1.50], [-2.62, -1.01, -0.21], [-0.84, -1.94, -0.18], [2.34, -0.14, -0.15], [-0.13, 0.35, -0.19], [1.90, 1.67, 0.69], [-1.29, -0.95, 0.70], [-0.87, 1.53, 0.03]]
}


Record 6
{
  "formula": "C34H57ClFN2O7P",
  "method": "the ωB97M-V functional and the def2-TZVPD basis",
  "e_lumo_ev": -1.95,
  "e_homo_ev": -9.72,
  "smiles": "CC[C@@H](Cl)c1ccc(P(=O)(O)O)c2c1C(=O)C(C(=O)NC(=O)F)=C(CN)C2=O.CCCCCC.CCCCCC.CCCCCC",
  "homo_lumo_gap_ha": 0.2855,
  "elements": ["H", "H", "C", "C", "F", "H", "H", "N", "C", "C", "H", "O", "H", "C", "C", "H", "O", "H", "C", "H", "N", "O", "C", "H", "C", "H", "Cl", "H", "H", "H", "C", "H", "H", "H", "C", "O", "H", "H", "H", "C", "C", "C", "H", "C", "C", "H", "C", "H", "O", "C", "H", "C", "H", "H", "H", "C", "H", "C", "C", "C", "H", "C", "H", "H", "H", "H", "H", "H", "C", "H", "C", "O", "H", "H", "H", "H", "H", "H", "H", "H", "H", "C", "C", "C", "H", "P", "H", "C", "H", "H", "C", "H", "H", "O", "H", "H", "H", "C", "H", "C", "H", "C", "H"],
  "xyz": [[5.55, -1.32, -1.32], [2.31, -2.30, -7.11], [-5.15, -2.55, 9.27], [-4.40, 3.84, -1.54], [1.15, 1.65, 4.70], [8.44, -2.89, -5.75], [5.79, -3.93, -6.87], [-2.81, -0.02, 0.32], [4.16, -1.74, -6.16], [4.07, -0.01, -2.28], [-5.85, -1.35, 6.86], [-1.56, -1.35, 2.64], [-3.64, 0.28, 0.85], [-3.72, -1.49, 6.70], [-2.40, -0.96, 7.26], [-2.32, -1.20, 8.33], [1.86, 3.22, -3.15], [-5.94, 1.59, -3.75], [-1.84, 1.11, 0.56], [-5.99, -0.59, 9.20], [-0.53, 0.09, 4.06], [3.40, 1.71, -4.68], [5.01, -1.26, 2.38], [5.38, -0.12, -6.89], [-7.08, 3.28, -3.06], [-8.12, 1.52, -2.35], [3.46, -3.50, 1.49], [3.72, -2.54, -8.13], [-2.06, 1.49, 1.59], [-2.75, 4.32, -2.86], [1.93, 0.41, -0.89], [5.46, -1.58, 4.49], [1.86, 3.31, -2.18], [6.06, -0.96, -5.52], [-5.09, -1.09, 8.85], [0.08, 1.92, -1.43], [3.65, -1.10, -5.43], [-4.30, 5.05, -3.34], [-7.39, 2.49, -1.05], [-4.98, -0.90, 7.34], [2.74, 0.61, -2.11], [-2.21, 0.54, 7.06], [3.77, -1.99, 4.13], [0.17, -0.13, 1.50], [4.54, -0.84, -1.19], [-2.98, 1.12, 7.57], [6.71, -3.36, -6.97], [-3.73, -2.58, 6.80], [-0.51, 2.33, 3.40], [3.28, -1.88, -7.39], [-5.26, 3.14, -4.19], [-0.35, 0.62, 0.50], [4.41, -0.32, 2.51], [6.93, -2.98, -4.83], [5.15, -3.14, 3.66], [1.66, -0.60, 1.49], [-6.91, 4.31, -2.73], [7.49, -3.42, -5.66], [6.41, -1.93, -7.42], [4.81, -2.08, 3.72], [5.40, -2.45, 0.60], [4.47, -2.03, 1.08], [0.08, -0.45, 4.67], [-4.25, -3.10, 8.99], [4.08, 2.26, -4.24], [7.30, -3.85, -7.75], [4.67, 0.11, -3.21], [-1.24, 0.86, 7.45], [-3.67, 4.78, -2.49], [5.94, -1.96, -8.41], [3.79, -1.09, 0.05], [0.97, 1.04, -4.26], [-7.66, 3.35, -3.98], [-1.58, -1.49, 6.77], [7.71, -4.46, -5.40], [3.10, -0.91, -7.86], [-8.85, 3.05, -1.85], [4.28, -2.72, -5.68], [-5.04, 0.17, 7.12], [-3.75, 3.63, -0.68], [7.35, -1.39, -7.56], [2.49, -0.43, 0.20], [-7.90, 2.54, -2.01], [0.54, 1.06, -0.72], [-6.01, -3.05, 8.81], [2.15, 1.63, -3.57], [-3.86, 2.01, -2.53], [-5.74, 2.60, -3.37], [-3.05, -0.01, -0.67], [-3.41, 5.70, -1.97], [-0.02, 1.42, 3.98], [-2.24, 0.79, 5.99], [-5.26, -2.63, 10.35], [2.07, -1.04, 2.55], [6.08, -0.96, 2.27], [-3.75, -1.28, 5.62], [-5.20, 1.84, -1.42], [-0.70, -0.54, 2.74], [-4.25, -0.60, 9.36], [5.53, -1.12, -6.46], [-2.06, 1.93, -0.18], [-4.78, 2.50, -2.19], [-5.29, 4.33, -1.14]]
}